No. 1
Computed, not measured: a structure of composition C35H52N4RuS2Sb2Si in a non-equilibrium geometry, with ωB97M-V with the def2-TZVPD basis set.

Each line ends with the Mulliken charge.
Cartesian coordinates (Å):
1 Ru 0.31328 -0.00066 -0.12101  1.092
2 C -3.91950 -0.26760 -1.45850  -1.362
3 Sb -2.46707 -0.85987 0.00838  0.270
4 C -3.61689 -0.34830 1.72995  -1.197
5 C -2.87662 -2.99055 -0.06761  -1.623
6 C -2.88956 -3.44946 -1.48288  0.302
7 C -4.09113 -3.55422 -2.16712  -0.414
8 C -4.13930 -3.89186 -3.51046  -0.626
9 C -2.95571 -4.13491 -4.20651  -0.704
10 C -1.75072 -4.06139 -3.55216  -0.737
11 C -1.66793 -3.73131 -2.17721  1.511
12 C -0.41401 -3.70164 -1.55428  -1.537
13 Sb -0.13824 -0.17358 -2.71641  0.449
14 C -1.39227 1.10776 -3.89455  -1.439
15 C 1.34356 -0.34729 -4.24699  -1.385
16 H -4.88729 -0.70364 -1.22795  0.504
17 H -3.60778 -0.59513 -2.44756  0.323
18 H -4.00852 0.81752 -1.44905  0.517
19 H -4.64495 -0.67283 1.58569  0.603
20 H -3.59038 0.73249 1.85385  0.363
21 H -3.19969 -0.82320 2.61497  0.189
22 H -3.84222 -3.12575 0.41850  0.677
23 H -2.10637 -3.47483 0.52629  0.633
24 H -5.01398 -3.36435 -1.63450  0.411
25 H -5.09247 -3.96979 -4.01538  0.421
26 H -2.98952 -4.39991 -5.25445  0.433
27 H -0.82818 -4.27815 -4.07754  0.429
28 H 0.47642 -3.94182 -2.11891  0.322
29 H -0.27999 -3.47965 -0.51056  0.264
30 H -1.67120 0.54461 -4.78310  0.488
31 H -0.83656 2.00550 -4.16535  0.460
32 H -2.28559 1.36509 -3.33383  0.321
33 H 2.12366 -1.02854 -3.91680  0.351
34 H 1.75415 0.62800 -4.47090  0.321
35 H 0.85856 -0.75136 -5.13344  0.617
36 C -2.21192 -1.66473 5.59167  -1.041
37 Si -0.70363 -0.56268 5.57823  0.030
38 C -0.64868 0.50333 7.12146  -1.259
39 C 0.89923 -1.55805 5.56542  -0.897
40 C -0.84050 0.64177 4.10534  -0.047
41 C -1.27780 1.93674 4.27445  -0.242
42 C -1.36304 2.82516 3.19963  -1.355
43 C -0.97209 2.37932 1.96379  -1.002
44 N -0.56299 1.12513 1.74889  1.913
45 C -0.52412 0.24717 2.77023  -0.343
46 S -0.11398 -1.36793 2.31081  -0.461
47 H -2.21621 -2.30075 6.47623  0.406
48 H -2.22623 -2.30897 4.71388  0.253
49 H -3.12693 -1.06919 5.60360  0.331
50 H -0.35337 -0.10849 7.97356  0.381
51 H -1.61980 0.93808 7.36220  0.363
52 H 0.07305 1.31520 7.03786  0.350
53 H 1.04221 -2.04545 6.53347  0.529
54 H 1.73727 -0.87595 5.41573  0.028
55 H 0.90472 -2.30991 4.78970  0.390
56 H -1.54719 2.28015 5.26919  0.457
57 H -1.70151 3.84172 3.33324  0.482
58 H -0.96585 3.03384 1.10205  0.129
59 C 4.24022 1.72445 -3.97463  -1.113
60 N 4.37968 1.68160 -2.52541  -0.061
61 C 5.55414 0.92135 -2.14793  -0.949
62 C 3.18857 1.15999 -1.86800  0.638
63 C 2.01142 2.12124 -1.83591  0.579
64 C 2.22599 3.48864 -1.91781  -0.502
65 C 1.18290 4.39180 -1.76274  -1.011
66 C -0.10242 3.93839 -1.51589  -0.916
67 C -0.33258 2.57381 -1.44698  -0.338
68 C 0.71303 1.64673 -1.58033  0.250
69 H 5.11327 2.19973 -4.42174  0.426
70 H 3.36193 2.31011 -4.24684  0.303
71 H 4.13595 0.72123 -4.40877  0.320
72 H 6.43432 1.35220 -2.62510  0.381
73 H 5.48874 -0.13854 -2.44218  0.319
74 H 5.69301 0.97102 -1.06739  0.273
75 H 3.44293 0.95669 -0.81810  -0.759
76 H 2.87030 0.18989 -2.28803  -0.006
77 H 3.23193 3.84542 -2.09587  0.553
78 H 1.37683 5.45214 -1.84147  0.416
79 H -0.92466 4.63406 -1.40966  0.542
80 H -1.35139 2.21921 -1.29568  0.655
81 C 4.57592 -1.67584 4.23233  -1.412
82 C 3.87626 -0.89751 3.17826  0.654
83 C 3.51932 0.42228 3.28584  -1.059
84 C 2.76882 0.99951 2.24050  0.848
85 N 2.38976 0.29046 1.20010  0.791
86 C 2.76486 -0.98733 1.06214  -0.495
87 S 2.23383 -1.87363 -0.27521  -0.560
88 N 3.52730 -1.55011 2.03629  0.225
89 C 2.35181 2.43107 2.28394  -1.205
90 H 5.25889 -1.03693 4.78714  0.394
91 H 5.12969 -2.51471 3.81430  0.425
92 H 3.82947 -2.06546 4.92685  0.285
93 H 3.78474 0.99618 4.15937  0.508
94 H 3.75333 -2.52616 1.92032  0.358
95 H 1.75601 2.62036 3.18050  0.283
96 H 1.76419 2.68353 1.40386  -0.155
97 H 3.23375 3.06897 2.33369  0.476

Calculated values
**Energy above the lowest of the compared OMol25 structures with the same formula, charge and spin**: 0.0 kcal per mole
**Multiplicity**: 6
**Net charge**: +1
**HOMO level (alpha / beta)**: -8.973 / -10.017 eV
**E_tot**: -88297.849 eV
**Expectation value of S²**: 8.8349
**Orbital gap (alpha / beta)**: 6.163 / 6.562 eV



No. 2
Computed, not measured: a cluster of 9 separate species, C35H52O27 in total in a non-equilibrium geometry, with ωB97M-V with the def2-TZVPD basis set.

Each line ends with the Mulliken charge.
Cartesian coordinates (Å):
1 C -2.35071 0.20944 4.91777  -1.152
2 C -3.51590 -0.70928 4.55272  0.488
3 C -3.51169 -1.30518 3.15277  0.469
4 O -3.90976 -2.63680 3.33080  -0.394
5 C -3.70235 -2.99591 4.62508  0.490
6 O -3.73200 -4.10047 5.04851  -0.548
7 O -3.44056 -1.90413 5.36198  -0.432
8 H -2.36992 0.54812 5.94940  0.530
9 H -2.40559 1.11784 4.31712  0.109
10 H -1.48210 -0.38565 4.63553  0.190
11 H -4.48378 -0.23314 4.72795  0.278
12 H -2.50839 -1.23849 2.71431  -0.211
13 H -4.18353 -0.79197 2.46514  0.250
14 C 2.96025 1.33221 3.55087  -1.260
15 C 2.08642 0.38816 4.38085  1.235
16 C 2.75055 -0.39899 5.51535  -0.393
17 O 2.08741 0.10988 6.66545  -0.363
18 C 1.17768 1.02706 6.34309  0.645
19 O 0.55720 1.68190 7.11967  -0.569
20 O 1.03848 1.12675 4.99755  -0.417
21 H 2.37809 1.74695 2.71990  -0.130
22 H 3.72254 0.73052 3.04886  0.421
23 H 3.36403 2.25474 3.97346  0.517
24 H 1.65314 -0.28314 3.63697  -0.282
25 H 3.83509 -0.32325 5.51621  0.300
26 H 2.45864 -1.44245 5.38900  0.323
27 C 0.20733 -2.07083 -8.23868  -1.397
28 C 0.55888 -2.87600 -6.99070  0.287
29 C 2.05451 -3.19733 -6.73736  -0.484
30 O 2.15420 -2.99289 -5.31512  -0.403
31 C 1.12746 -2.24805 -4.86950  0.366
32 O 0.99855 -1.79902 -3.76770  -0.286
33 O 0.32288 -1.99310 -5.88055  -0.267
34 H 0.62896 -1.06801 -8.21821  0.317
35 H -0.87181 -2.08548 -8.36552  0.353
36 H 0.69311 -2.54251 -9.09697  0.431
37 H -0.08796 -3.73976 -6.83978  0.280
38 H 2.82066 -2.63994 -7.27246  0.303
39 H 2.22813 -4.26646 -6.85698  0.310
40 C -3.11933 -3.18725 -2.13175  -1.625
41 C -2.33099 -3.35500 -0.84730  2.319
42 C -3.22464 -3.69206 0.33368  0.164
43 O -2.47869 -4.68417 1.02931  -0.312
44 C -1.54361 -5.19447 0.20822  0.582
45 O -0.88313 -6.14829 0.43526  -0.574
46 O -1.40953 -4.43318 -0.90417  -0.508
47 H -3.77008 -2.32197 -2.02471  0.357
48 H -3.64094 -4.06779 -2.51671  0.423
49 H -2.46138 -2.98644 -2.98524  0.132
50 H -1.84744 -2.38462 -0.70927  -1.007
51 H -4.16064 -4.15467 0.01016  0.299
52 H -3.39675 -2.82178 0.95750  -0.240
53 C 3.72044 -2.19109 -2.10482  -1.529
54 C 2.64604 -1.74274 -1.11593  2.714
55 C 1.60446 -2.79389 -0.76364  -0.129
56 O 1.52678 -2.71564 0.67634  -0.224
57 C 2.66922 -2.15394 1.12695  0.458
58 O 3.01065 -2.13645 2.27375  -0.623
59 O 3.32054 -1.57373 0.12387  -0.440
60 H 4.48914 -1.41374 -2.09104  0.385
61 H 3.40659 -2.22634 -3.14250  0.093
62 H 4.11049 -3.10734 -1.66729  0.481
63 H 2.07361 -0.85457 -1.38007  -1.493
64 H 1.89213 -3.81058 -1.03765  0.500
65 H 0.64848 -2.55841 -1.22025  -0.158
66 C -3.73186 1.46457 0.68150  -0.809
67 C -3.61576 2.38851 1.87965  0.744
68 C -3.88145 3.88223 1.75808  -0.221
69 O -4.70783 4.10852 2.91279  -0.357
70 C -5.07080 2.98017 3.50490  0.595
71 O -5.82554 2.87267 4.42233  -0.557
72 O -4.47477 1.89952 2.93073  -0.266
73 H -3.23436 0.54070 0.97174  -0.388
74 H -3.19069 1.94751 -0.13528  0.380
75 H -4.76398 1.23080 0.43012  0.409
76 H -2.60364 2.29105 2.29373  -0.053
77 H -4.49887 4.19313 0.90902  0.272
78 H -2.99605 4.51312 1.73298  0.303
79 C 2.21693 1.63468 -0.24042  -1.159
80 C 0.70040 1.66298 -0.53029  0.913
81 C 0.10817 0.80748 -1.67301  -0.624
82 O -0.48546 -0.28466 -0.97139  0.197
83 C -0.51457 -0.00601 0.36833  -0.046
84 O -0.73245 -0.77084 1.25144  -0.702
85 O 0.05410 1.18205 0.61537  -0.333
86 H 2.49890 1.07752 0.64965  0.275
87 H 2.55376 2.66724 -0.15541  -0.136
88 H 2.80188 1.18276 -1.04446  0.350
89 H 0.43779 2.67827 -0.84075  0.578
90 H 0.88800 0.56321 -2.39538  -0.004
91 H -0.63552 1.39383 -2.21426  0.453
92 C 4.76171 5.57458 2.68681  -1.677
93 C 4.13339 4.51781 1.79978  0.834
94 C 3.96334 5.03423 0.35310  -0.410
95 O 4.82712 4.23134 -0.41978  -0.332
96 C 5.48860 3.36283 0.40170  0.648
97 O 6.27466 2.54861 0.02538  -0.555
98 O 5.15781 3.52703 1.67021  -0.372
99 H 4.01828 6.35355 2.89805  0.427
100 H 5.64596 6.05288 2.26428  0.366
101 H 5.05526 5.26881 3.69362  0.362
102 H 3.17756 4.22209 2.22926  0.166
103 H 4.18444 6.09645 0.26526  0.352
104 H 2.89378 4.85204 0.20507  0.253
105 O -3.52028 0.02641 -2.59680  -0.450
106 C -2.82417 0.42670 -3.46819  0.629
107 O -2.32431 -0.35512 -4.45479  -0.270
108 C -1.41935 0.38094 -5.25834  0.260
109 C -1.65050 1.82700 -4.84043  -0.447
110 O -2.37889 1.68071 -3.63597  -0.378
111 H -0.42784 -0.03899 -5.10366  -0.213
112 H -1.51381 0.28605 -6.34340  0.458
113 H -2.24999 2.35646 -5.58096  0.295
114 H -0.72863 2.37142 -4.64138  0.290

Calculated values
**Energy above the lowest of the compared OMol25 structures with the same formula, charge and spin**: 54.4 kcal per mole
**Net charge**: 0
**HOMO level**: -10.303 eV
**E_tot**: -92421.883 eV
**Orbital gap**: 9.852 eV



> The highest net charge belongs to which entry?

C35H52N4RuS2Sb2Si